Here is a 2-piece molecular cluster, C2HBr2I overall from OMol25. Energies are from the ωB97M-V functional and the def2-TZVPD basis.

Calculated values
- energy above the lowest of the compared OMol25 structures with the same formula, charge and spin (eV) = 0.000
- SMILES = BrC#CI.Br
- molecular weight (g mol⁻¹) = 311.74

Structure (XYZ):
```
6
C2HBr2I (the ωB97M-V functional and the def2-TZVPD basis)
Br -1.994 0.342 1.641
C -0.835 0.821 0.362
C -0.149 1.210 -0.528
I 1.006 1.597 -2.148
Br 0.737 -2.597 0.666
H 1.235 -1.373 0.006
```